Record 1
Computed, not measured: C25H23Br9N4O6 as an isolated structure at a distorted geometry, with wB97M-V/def2-TZVPD.

Cartesian coordinates (Å):
1 H -4.0868 1.6818 3.0817
2 H 1.1620 -3.1438 0.6233
3 Br 0.0372 0.8918 -4.6335
4 C -2.3018 -4.8149 0.4716
5 H 0.4463 -4.7375 2.4273
6 H -1.8512 -5.6764 2.3777
7 O 4.8913 -0.2837 -3.7383
8 H -6.1518 0.7787 4.0545
9 N -0.1867 -2.5082 -1.5129
10 Br 0.5522 8.1325 -1.0463
11 Br -0.4141 -1.0207 -7.1286
12 C -0.2591 -4.4276 1.6663
13 H 1.0679 0.2771 -1.6286
14 C -3.8822 -1.4870 1.9386
15 C 4.0119 1.5217 -1.8891
16 C -0.1174 -0.9214 -5.2370
17 C 0.3364 0.6493 0.2702
18 N 0.5585 0.9245 -1.0508
19 Br 3.6471 7.6804 -1.8365
20 C -0.2061 1.7725 0.8453
21 C 0.1142 2.1731 -1.3347
22 H -3.2938 -2.0715 1.2387
23 C -3.5819 -0.1361 2.0336
24 O -6.4421 -3.7671 2.1914
25 C -5.0402 -1.9841 2.5125
26 H 2.2732 6.7161 -0.0532
27 H -2.5212 -3.7489 -1.3820
28 C 5.9780 3.3247 -1.0986
29 H 2.8972 2.2063 -0.2082
30 H 6.6806 4.0888 -0.7921
31 Br -1.6770 -2.5476 4.3944
32 Br 1.1598 -1.4657 3.4394
33 C -0.6716 -3.3295 -0.3956
34 H 0.2419 2.6665 -2.2819
35 C -5.5122 0.1530 3.4484
36 C -0.3612 -1.1445 4.5831
37 H 6.9965 2.7221 -2.9125
38 H -3.2539 -5.3222 0.3854
39 C -4.3762 0.6655 2.8398
40 C -1.4976 -5.0285 1.5873
41 C 3.8461 2.2512 -0.7316
42 Br 1.5909 5.2848 -1.9589
43 C 6.1609 2.5728 -2.2423
44 C 0.1713 -3.5724 0.6634
45 N 5.4236 0.8086 -3.7502
46 H 0.0158 -1.2309 5.5896
47 Br -1.0900 0.6153 4.3827
48 C 5.1820 1.6668 -2.5950
49 H -0.5196 1.8222 1.8758
50 C -0.3600 2.7459 -0.1825
51 O -0.8589 -2.4738 -2.5262
52 O 6.1457 1.2282 -4.6299
53 C -5.8805 -1.1769 3.2394
54 H -2.6788 0.2367 1.5689
55 H 4.6628 3.7569 0.5514
56 O -4.3786 -4.1667 2.6780
57 H -6.7493 -1.5548 3.7629
58 H -0.8525 3.6949 -0.0599
59 H 3.2586 0.8331 -2.2446
60 O 0.8619 -1.9006 -1.3519
61 C -1.9131 -3.9222 -0.5070
62 Br 1.4568 -1.9567 -4.7737
63 C 4.8180 3.1585 -0.3372
64 C 2.0288 6.9464 -1.0784
65 N -5.3074 -3.4179 2.4291
66 H -0.9292 -1.3803 -4.6950
67 H 0.5283 -0.3288 0.6727

The relative energy (zero: lowest compared OMol25 entry of this formula, charge and spin) comes out at 0.000 eV. The charge is 0. The value obtained for the LUMO energy is -0.868 eV. For the HOMO energy, the calculation gives -8.43 eV. Its calculated total energy is -24802.7220 a.u.

Record 2
Computed, not measured: C25H23ClGaN6O6 as an isolated structure, with wB97M-V/def2-TZVPD.

Cartesian coordinates (Å):
1 O -1.5009 -0.3068 1.0518
2 C 0.6921 0.1763 -2.8229
3 O 1.5867 3.3797 1.2344
4 Cl -2.7789 -3.3759 -4.8626
5 C -3.0512 -0.2335 -2.4172
6 C -0.0049 -2.2409 -2.6732
7 C -2.8053 -1.0219 -3.5359
8 H -4.0905 -2.5254 0.8336
9 H 0.7586 3.5077 3.9268
10 H 5.9144 1.9053 1.5135
11 C 5.2021 1.9587 0.7027
12 H -0.5218 -4.3038 -2.4163
13 C 1.4690 2.7458 3.6005
14 H 6.4449 3.1445 -0.5894
15 H 0.8085 -2.1619 1.0491
16 H 3.6972 0.8124 1.7272
17 O -3.9833 -0.0623 -0.1774
18 H 0.0299 -4.2771 0.0274
19 H -4.0442 -3.9553 -2.3945
20 C -1.7474 0.6678 0.3371
21 C -3.7720 -2.9073 -2.3902
22 C 3.9735 1.3434 0.8244
23 O 0.4874 0.2097 -4.0048
24 C 3.3641 1.9924 -1.3010
25 H -2.3228 -0.5977 -4.4064
26 C 0.1307 -3.3894 -0.5802
27 C -4.7016 -2.7006 -0.0532
28 N 1.2714 1.1375 -2.0166
29 O -0.8525 1.3952 -0.2394
30 H -2.7658 0.8089 -2.4466
31 H -3.2421 1.8172 -0.7151
32 H -0.3802 -0.7765 2.3325
33 H 4.7353 3.1407 -2.4423
34 N 0.2447 -0.5612 3.1210
35 H -0.2024 -2.1949 -3.7343
36 H -0.3287 1.2505 5.6343
37 C -3.1599 -2.3539 -3.5072
38 C 2.3681 1.8461 -2.4404
39 C 0.4291 -1.1006 -2.0307
40 H 1.0574 0.1279 5.7281
41 C -3.6668 -0.7833 -1.3024
42 C -3.1944 1.0742 0.0801
43 N 1.0431 1.2384 1.8464
44 C 5.4950 2.6405 -0.4718
45 N 3.0679 1.3632 -0.1572
46 Ga 0.9845 0.8253 -0.1292
47 C 0.7740 0.6563 3.0325
48 H 2.4725 3.0395 3.9100
49 C 1.3909 2.5645 2.0949
50 O 2.6472 2.2211 -3.5471
51 C 0.7425 1.1349 5.4575
52 C 4.5627 2.6527 -1.4938
53 H -5.6639 -2.2195 0.1271
54 N 1.0939 1.4230 4.0767
55 C -4.0377 -2.1319 -1.2729
56 C 0.5655 -2.2151 -0.0025
57 H 1.2796 1.8269 6.1006
58 H -0.0474 -0.8860 4.0286
59 C -0.1690 -3.4011 -1.9349
60 H -3.5937 1.5189 0.9917
61 N 0.7118 -1.0926 -0.7139
62 H -4.8668 -3.7705 -0.1673

The charge is +1. The value obtained for the LUMO energy is -3.054 eV. For the HOMO energy, the calculation gives -10.59 eV. Its calculated total energy is -4131.4263 a.u.

Record 3
Computed, not measured: C25H23ClN2O9PdS3 as an isolated structure at a distorted geometry, with wB97M-V/def2-TZVPD.

Cartesian coordinates (Å):
1 H 5.2103 -4.7263 -2.9561
2 C -1.5306 2.0692 -2.2565
3 C 0.2942 2.9101 -0.6209
4 O -1.9351 0.9929 -1.4631
5 C 4.0834 -0.9449 0.6538
6 O -4.1164 0.2849 -0.6461
7 H 1.5693 -4.8380 -4.0441
8 H 2.9379 -5.6075 -2.4473
9 C 6.3563 -0.4177 2.1578
10 H -3.3883 -2.4360 3.7554
11 H -2.3434 3.3543 -5.2756
12 H -5.0358 -1.0015 4.9320
13 N 1.9843 -3.7883 -2.3259
14 H 5.1601 -2.6135 -0.1298
15 C 1.8035 -2.6730 -1.6088
16 O -0.3095 -1.5351 2.0077
17 C -2.1804 2.2040 -3.4700
18 O -1.9649 -3.3392 2.0812
19 C -3.5477 -1.4126 3.4477
20 C 2.8485 -1.2121 -0.1463
21 O -1.8044 -1.7723 0.1478
22 H -4.0823 2.2177 2.2666
23 S 0.3418 -1.8139 -1.9131
24 Cl -0.4372 5.4513 -5.0097
25 S -1.6335 -2.0306 1.6126
26 C -4.6648 0.7007 3.6878
27 H -2.9559 1.4965 -3.7287
28 H 0.5536 4.7162 -2.4561
29 C 3.2068 -4.5865 -2.1729
30 C -3.9412 1.2029 2.6139
31 H 0.4612 -6.0590 -2.1475
32 H 7.2423 -0.2128 2.7451
33 H 4.0517 -4.0258 -4.0889
34 C 1.0018 -4.2987 -3.2839
35 O 0.3890 1.9780 0.1253
36 H 4.6331 -3.0699 -2.7187
37 C 5.1992 -1.7684 0.5433
38 H -5.3803 1.3350 4.1934
39 H 3.2319 0.7703 1.6008
40 C 4.1091 0.1431 1.5208
41 H -0.5845 -4.6596 -1.8636
42 S -3.1247 1.2630 -0.4116
43 H 5.2569 1.2436 2.9555
44 H 3.4887 -4.5860 -1.1235
45 C -0.8600 4.1432 -3.9555
46 C 6.3346 -1.5026 1.2916
47 C -4.4695 -0.6051 4.1001
48 Pd 0.0432 -0.5277 -0.0859
49 C -0.5323 2.9561 -1.8839
50 H 0.5206 -3.4648 -3.7924
51 H -0.7274 -5.5829 -3.3640
52 C -0.0236 -5.2046 -2.6221
53 O 2.0145 -0.2584 -0.1790
54 H 0.8657 3.8420 -0.4649
55 C -0.2126 4.0050 -2.7375
56 H 7.2024 -2.1430 1.2025
57 C -2.8091 -0.9270 2.3763
58 N 2.8017 -2.3759 -0.7647
59 O -2.3104 0.9236 0.8865
60 C -1.8396 3.2411 -4.3253
61 O -3.4025 2.6584 -0.4206
62 C 5.2421 0.4030 2.2745
63 C -3.0402 0.3793 1.9774
64 C 4.3426 -4.0707 -3.0378

The relative energy (zero: lowest compared OMol25 entry of this formula, charge and spin) comes out at 0.556 eV. The charge is 0. The value obtained for the LUMO energy is -0.959 eV. For the HOMO energy, the calculation gives -8.57 eV. Its calculated total energy is -3535.7652 a.u.

Record 4
Computed, not measured: a 2-piece molecular cluster, C25H23F3NO overall at a distorted geometry, with wB97M-V/def2-TZVPD.

Cartesian coordinates (Å):
1 H 6.5109 0.1245 4.2495
2 H -2.1992 -0.9950 4.3856
3 H -4.4871 2.2729 2.3141
4 C 4.7239 -2.9853 2.4767
5 H 6.3401 -2.1805 4.2860
6 H 4.0242 -0.3653 -2.1909
7 H 0.0635 -1.5431 3.4766
8 H 3.3403 3.5316 -0.4457
9 C 2.4022 1.8844 0.5873
10 H -5.2410 2.1879 3.9432
11 H 3.0120 -2.7600 -1.9774
12 C 3.1717 2.4513 -0.4422
13 C 3.5347 0.2704 -1.4541
14 C 2.2637 -2.7651 -1.1851
15 H 3.4221 -2.5234 4.0603
16 H 5.0827 -2.0891 5.5369
17 F 5.9337 -2.6411 1.9540
18 H -3.7311 3.1282 3.7009
19 C 2.6740 -0.2906 -0.5155
20 C 2.0828 0.5280 0.5124
21 H -0.1322 -4.7227 0.2677
22 C 0.5072 -3.8531 0.1072
23 C 5.5232 -0.1836 4.6001
24 C 1.4318 -3.8674 -0.9516
25 H -0.0101 2.1623 1.2352
26 C 2.1220 -1.6360 -0.3898
27 H 2.0607 2.4750 1.4380
28 N 3.8880 -0.7675 2.9986
29 H 1.4995 -4.7467 -1.5981
30 H 2.9997 -0.7037 2.5266
31 F 4.7980 -4.2728 2.9337
32 C 4.4429 0.3756 3.6497
33 C -1.7143 1.7632 2.4376
34 C 5.3938 -1.7126 4.5654
35 C 1.1921 -1.6288 0.7113
36 O -3.6157 1.0198 3.7704
37 H 4.9025 1.0439 2.9047
38 C -0.4802 1.4461 1.9076
39 H -0.3151 -2.7400 1.7789
40 H 3.7022 0.9842 4.1987
41 H -2.2363 2.6694 2.1422
42 F 3.8469 -2.9905 1.4294
43 C -1.6780 -0.3311 3.7006
44 C 4.2728 -2.0245 3.5655
45 C 0.3937 -2.7449 0.9532
46 C -2.3504 0.8467 3.3066
47 H 4.2829 2.1440 -2.2659
48 C 0.1221 0.1876 2.1528
49 C 3.7123 1.6596 -1.4661
50 C -0.4594 -0.6431 3.1506
51 C 1.1757 -0.2967 1.2925
52 H 5.3806 0.1858 5.6169
53 C -4.2981 2.2382 3.3956

The charge is +1. The value obtained for the LUMO energy is -5.800 eV. For the HOMO energy, the calculation gives -11.15 eV. Its calculated total energy is -1395.7987 a.u.